ORCA calculation (the ωB97M-V functional and the def2-TZVPD basis) on a structure of composition C37H33IrN3P2S in a non-equilibrium geometry.

Values from the calculation:
Orbital gap ... 6.56 eV
DFT total energy ... -2778.40432 Eh
HOMO energy ... -16.64 eV
Charge ... +3

```
77
Properties=species:S:1:pos:R:3:forces:R:3
Ir -0.534263 -0.460220 0.327431 0.865 -0.838 1.002
N -3.540831 1.294912 -1.767782 -0.145 0.058 -0.005
C -2.567969 2.149383 -2.293994 0.048 -0.131 0.119
C -2.651857 3.194008 -3.204682 -0.042 0.040 -0.032
C -1.483572 3.887866 -3.442977 -0.031 -0.007 0.003
C -0.284068 3.564298 -2.786174 0.049 -0.044 0.053
C -0.203666 2.518324 -1.889786 0.064 0.080 -0.088
C -1.366950 1.793672 -1.671785 -0.196 0.158 -0.228
N -1.645847 0.731532 -0.831839 0.502 -0.399 0.435
C -2.961577 0.485540 -0.884216 0.127 -0.205 0.153
C -3.491015 -0.502705 0.063017 0.207 0.183 -0.155
C -4.718034 -0.958687 0.398616 -0.178 -0.036 -0.023
S -4.604782 -2.053036 1.715972 0.094 0.089 -0.058
C -2.925041 -1.849487 1.766315 -0.277 -0.107 0.006
N -2.477986 -1.028120 0.849335 -0.055 0.536 -0.285
H -4.524675 1.316422 -1.994428 -0.006 -0.005 0.000
H -3.581007 3.461141 -3.689535 0.006 0.004 -0.005
H -1.494987 4.715841 -4.138053 0.001 0.001 -0.004
H 0.595902 4.161329 -2.983716 -0.005 0.007 -0.007
H 0.710340 2.291357 -1.359871 0.024 -0.025 -0.016
H -5.674990 -0.718883 -0.038960 -0.006 -0.018 0.004
H -2.286115 -2.340804 2.490404 -0.027 0.026 -0.033
C 3.217057 -0.767272 1.083240 0.026 -0.201 0.272
C 2.679466 0.530827 1.676488 -0.083 0.050 -0.002
P 0.871890 0.678245 1.769848 -0.351 0.224 -0.623
C 0.283387 -0.212341 3.221261 0.095 -0.047 -0.271
C -0.460425 0.456943 4.197116 -0.098 -0.046 0.003
C -0.901559 -0.238562 5.310314 -0.016 -0.037 0.020
C -0.621888 -1.596174 5.449953 0.028 0.036 -0.042
C 0.105012 -2.268520 4.473511 -0.054 -0.013 0.018
C 0.559745 -1.583811 3.356862 -0.073 -0.005 -0.076
C 0.461572 2.417242 1.858713 -0.154 -0.176 0.086
C -0.849547 2.834481 1.605291 0.018 0.029 0.069
C -1.185196 4.169395 1.735042 -0.016 0.015 -0.007
C -0.222942 5.094693 2.126428 0.021 -0.039 -0.003
C 1.074725 4.682033 2.395500 -0.027 0.012 -0.012
C 1.421264 3.345699 2.264191 0.107 0.045 -0.026
C 3.034867 -0.808647 -0.419645 -0.093 0.067 -0.263
P 1.333608 -1.203292 -0.919556 -0.478 0.750 -0.278
C 1.131023 -0.723860 -2.641272 0.136 -0.186 0.120
C 1.859358 0.324204 -3.205435 -0.003 -0.037 -0.059
C 1.705835 0.622357 -4.550353 -0.019 0.017 0.025
C 0.818351 -0.108660 -5.328804 -0.008 -0.014 0.035
C 0.084940 -1.147333 -4.766279 -0.012 -0.005 -0.056
C 0.245505 -1.464136 -3.428813 -0.099 0.025 0.047
C 1.177606 -2.992407 -0.821295 -0.057 0.105 0.151
C 2.051940 -3.765168 -1.586795 -0.007 -0.052 -0.046
C 1.968976 -5.145677 -1.536514 -0.034 -0.062 0.041
C 1.020763 -5.760562 -0.723360 0.053 0.051 -0.037
C 0.149493 -4.995720 0.038982 -0.051 -0.011 0.054
C 0.224243 -3.612546 -0.012132 0.085 0.085 0.003
H 2.756364 -1.643577 1.547207 0.101 0.015 0.009
H 4.278870 -0.838469 1.318578 0.000 0.040 -0.016
H 3.033521 1.374397 1.078390 0.012 0.027 0.056
H 3.043451 0.668432 2.697556 -0.037 0.031 0.022
H -0.673031 1.513645 4.102102 0.023 0.009 -0.009
H -1.452876 0.284259 6.080336 0.006 -0.017 0.018
H -0.956597 -2.127492 6.331096 -0.004 0.008 0.004
H 0.338907 -3.317768 4.594108 -0.006 -0.012 0.006
H 1.143713 -2.118409 2.615444 0.002 0.027 0.048
H -1.609687 2.117085 1.322184 0.013 0.018 0.013
H -2.198686 4.492154 1.538093 0.001 0.013 0.008
H -0.489107 6.138040 2.229572 0.003 0.003 0.001
H 1.819620 5.398899 2.712600 0.000 0.000 0.000
H 2.436713 3.047172 2.488907 -0.009 -0.004 0.003
H 3.670176 -1.575484 -0.867758 -0.045 0.003 -0.045
H 3.324125 0.147180 -0.858829 0.021 -0.030 -0.030
H 2.563998 0.898971 -2.620482 0.015 0.028 -0.001
H 2.289407 1.417734 -4.993834 0.000 0.002 -0.002
H 0.710960 0.119309 -6.380714 -0.005 0.001 -0.004
H -0.590047 -1.729683 -5.378933 0.003 0.007 -0.007
H -0.295181 -2.303747 -3.005286 0.010 0.014 -0.022
H 2.782429 -3.298516 -2.238290 -0.013 0.000 0.010
H 2.642746 -5.744454 -2.134024 -0.003 -0.013 0.006
H 0.961338 -6.839875 -0.686898 0.002 -0.002 -0.006
H -0.587108 -5.477044 0.668168 0.003 -0.019 -0.007
H -0.470098 -3.017871 0.584926 0.050 -0.096 -0.033
```
Forces are in eV/Å.

Atomic partial charges in e from the Mulliken method, atoms 1 to 8: 0.834 0.000 0.565 -1.229 -0.723 -1.231 0.115 -0.017

***

ORCA calculation (the ωB97M-V functional and the def2-TZVPD basis) on a structure of composition C39H44BGeN6O6PRuS4 in a non-equilibrium geometry.

Values from the calculation:
Orbital gap (alpha / beta) ... 6.56 / 6.56 eV
DFT total energy ... -6423.33649 Eh
HOMO energy (alpha / beta) ... -8.28 / -8.28 eV

```
103
Properties=species:S:1:pos:R:3:forces:R:3
Ru 0.902836 0.673267 0.447887 -0.583 -0.962 0.780
C -0.166421 -3.483888 2.070901 -0.005 0.015 0.102
N -1.251618 -2.523665 2.130840 0.146 0.075 -0.040
C -2.186691 -2.496650 3.124426 -0.050 -0.019 0.054
C -3.075184 -1.527144 2.800037 -0.059 -0.060 -0.046
N -2.685919 -0.977316 1.612922 -0.136 -0.237 -0.337
B -3.463798 0.143009 0.837421 0.005 -0.108 0.203
N -3.033260 1.422438 1.611682 -0.184 0.218 -0.302
C -3.610664 1.908159 2.753276 0.021 -0.004 -0.068
C -2.843140 2.929423 3.203632 0.008 -0.026 0.044
N -1.795078 3.048733 2.331370 0.104 0.044 0.033
C -0.695665 3.983295 2.485862 0.000 0.042 -0.014
C -1.923173 2.116925 1.367275 0.178 0.139 0.034
S -0.919995 1.972709 -0.070761 0.158 -0.292 0.110
C -1.551921 -1.569953 1.218966 -0.022 0.136 0.212
S -0.664496 -1.190155 -0.214210 0.442 0.513 -0.108
H 0.394679 -3.455945 3.003735 0.012 0.030 0.002
H 0.478360 -3.214578 1.246671 -0.029 -0.002 -0.020
H -0.571407 -4.480456 1.904140 -0.018 0.003 -0.008
H -2.133529 -3.152207 3.975160 0.017 -0.010 -0.024
H -3.955130 -1.194279 3.320469 -0.011 -0.016 -0.038
H -4.651481 -0.042813 0.954670 0.086 0.068 0.137
H -3.073798 0.204300 -0.287132 -0.116 -0.032 -0.016
H -4.521010 1.489977 3.143632 -0.001 0.020 -0.018
H -2.950442 3.573540 4.058162 0.036 -0.003 -0.013
H -0.993757 4.988289 2.196984 -0.045 -0.003 0.007
H 0.108537 3.668117 1.837923 0.049 -0.057 -0.001
H -0.358223 3.970181 3.520320 -0.017 -0.030 0.006
O 2.728146 4.924128 -1.084124 0.003 0.005 -0.028
S 2.192293 4.784269 0.238794 0.027 -0.003 -0.074
O 1.038258 5.558290 0.585803 -0.038 -0.042 0.093
N 1.968682 3.158431 0.556411 0.039 0.250 -0.227
C 2.915838 2.716369 1.333772 0.357 0.048 0.014
S 3.051562 1.059728 1.546302 -0.445 -0.126 -0.129
C 3.802516 3.746963 1.936046 -0.038 -0.064 -0.034
C 4.789234 3.605994 2.894761 0.022 -0.024 -0.020
C 5.458212 4.750512 3.309633 -0.026 0.010 0.027
C 5.130207 6.001154 2.791131 0.031 -0.028 -0.016
C 4.123073 6.142102 1.842831 0.025 -0.021 -0.081
C 3.486548 4.991154 1.427871 0.009 0.042 0.112
H 5.017103 2.632497 3.310269 0.026 0.019 -0.007
H 6.234839 4.671349 4.058775 0.009 0.012 -0.016
H 5.671083 6.875969 3.126944 -0.030 0.001 0.037
H 3.851570 7.110602 1.444468 0.020 -0.010 -0.008
C 3.494741 0.776809 -2.130755 0.044 -0.137 0.037
P 1.722022 0.653264 -1.762206 -0.499 0.858 -0.152
C 0.993193 -0.469148 -2.997221 0.209 -0.302 0.172
C 1.182454 2.234279 -2.522490 -0.019 -0.001 -0.017
H 3.607499 1.186797 -3.135143 0.017 0.018 0.016
H 3.973042 -0.194850 -2.066798 0.025 0.018 0.039
H 3.956494 1.456952 -1.414176 -0.008 0.019 -0.019
H 1.003471 0.017441 -3.971652 0.040 -0.016 -0.005
H -0.038257 -0.688131 -2.721305 -0.022 0.042 -0.060
H 1.550594 -1.402892 -3.035207 -0.041 -0.012 0.011
H 1.508959 2.276050 -3.563740 -0.023 -0.029 0.002
H 1.612246 3.080559 -1.995763 0.009 0.027 0.007
H 0.095898 2.318880 -2.492374 0.000 -0.008 -0.058
O 2.689378 -1.628401 -0.862913 -0.206 0.013 -0.071
C 2.468371 -1.843842 0.321418 0.035 -0.152 0.251
O 1.699293 -1.141079 1.096154 0.618 0.053 -0.455
C 3.179835 -2.990264 1.029355 -0.110 -0.015 -0.052
C 3.506022 -4.181155 0.114550 0.144 0.259 -0.028
Ge 2.485027 -5.808366 0.397563 -0.026 -0.285 -0.060
C 2.496646 -6.310306 2.280982 -0.054 -0.050 0.140
C 3.728739 -6.478363 2.918305 -0.049 0.041 -0.008
C 3.802457 -6.939644 4.224643 0.006 -0.018 -0.031
C 2.639271 -7.254073 4.914693 -0.009 0.010 0.023
C 1.406617 -7.081038 4.303744 -0.008 0.024 -0.041
C 1.338027 -6.607790 2.997927 0.081 -0.017 0.008
C 0.676377 -5.725183 -0.314644 -0.102 0.083 -0.087
C -0.197127 -6.801886 -0.142648 0.002 0.074 0.012
C -1.477927 -6.768634 -0.675390 -0.016 0.023 0.010
C -1.898495 -5.663097 -1.405607 0.017 -0.019 -0.006
C -1.031015 -4.600727 -1.612606 0.013 0.022 0.039
C 0.248058 -4.633938 -1.069151 0.008 -0.023 0.008
C 3.319539 -7.278255 -0.577480 0.024 -0.089 -0.091
C 3.679477 -7.105637 -1.915850 0.027 -0.011 0.055
C 4.152537 -8.169189 -2.670914 0.017 0.008 0.027
C 4.267080 -9.429179 -2.097364 -0.006 0.008 -0.009
C 3.914293 -9.617561 -0.769436 0.010 0.024 0.015
C 3.444058 -8.547952 -0.015926 0.039 0.008 -0.020
H 2.606601 -3.261845 1.915264 0.105 -0.023 0.069
H 4.111569 -2.541756 1.386542 -0.042 0.023 0.089
H 4.551795 -4.470342 0.239993 -0.011 -0.024 -0.014
H 3.405006 -3.873873 -0.928480 0.047 0.030 0.019
H 4.646347 -6.255990 2.382262 0.003 -0.020 0.018
H 4.766504 -7.068279 4.700418 0.000 0.004 -0.004
H 2.694399 -7.636890 5.926124 0.003 0.029 -0.003
H 0.497083 -7.323580 4.839297 0.002 0.011 0.001
H 0.368878 -6.484878 2.528856 -0.009 -0.033 0.013
H 0.126294 -7.678256 0.410136 -0.013 -0.002 -0.011
H -2.150352 -7.603824 -0.523368 0.012 -0.008 -0.009
H -2.897936 -5.636191 -1.821069 0.002 0.000 0.004
H -1.351451 -3.739039 -2.185692 0.008 -0.003 0.006
H 0.910602 -3.788003 -1.229544 -0.031 0.001 0.006
H 3.586817 -6.127877 -2.378393 -0.010 -0.020 -0.018
H 4.430617 -8.017509 -3.706420 -0.010 0.000 0.001
H 4.627717 -10.262864 -2.687027 0.007 0.013 0.009
H 4.005022 -10.598443 -0.319124 -0.008 0.009 0.001
H 3.173140 -8.706427 1.022697 0.000 -0.011 -0.012
O -0.059035 -0.345692 4.217320 0.089 0.057 0.214
N 0.705294 0.110227 3.412750 -0.352 0.098 -0.583
O 0.067520 0.669056 2.389045 0.044 -0.090 0.290
```
Forces are in eV/Å.

Atomic partial charges in e from the Mulliken method, atoms 1 to 8: 0.898 -0.454 0.600 -0.639 -0.611 0.417 0.126 0.060

***

Computed energy relative to the best compared isomer or geometry (same formula, charge and spin) (kcal/mol) in order:
0.0; 0.0